{
  "formula": "C30H60O35S9",
  "method": "wB97M-V/def2-TZVPD",
  "lumo_energy_ev": 0.20,
  "max_force_ev_per_a": 16.45,
  "homo_energy_ev": -8.851,
  "relative_energy_kj_mol": 1431.9,
  "total_energy_ev": -201238.4606,
  "species": ["C", "C", "C", "C", "C", "C", "C", "C", "C", "C", "C", "C", "C", "C", "S", "O", "O", "O", "H", "H", "H", "H", "H", "H", "H", "H", "H", "H", "H", "H", "H", "H", "H", "H", "H", "H", "H", "H", "H", "H", "H", "H", "H", "H", "H", "H", "C", "C", "O", "S", "O", "O", "O", "H", "H", "H", "H", "C", "C", "O", "S", "O", "O", "O", "H", "H", "H", "H", "C", "C", "O", "S", "O", "O", "O", "H", "H", "H", "H", "C", "C", "O", "S", "O", "O", "O", "H", "H", "H", "H", "C", "C", "O", "S", "O", "O", "O", "H", "H", "H", "H", "C", "C", "O", "S", "O", "O", "O", "H", "H", "H", "H", "C", "C", "O", "S", "O", "O", "O", "H", "H", "H", "H", "C", "C", "O", "S", "O", "O", "O", "H", "H", "H", "H"],
  "xyz": [[-1.50644, -3.09923, -4.40163], [-2.73572, -2.82185, -3.30856], [-2.40031, -1.52239, -2.35054], [-2.38571, -2.03563, -0.79041], [-1.41667, -1.10908, 0.19979], [-0.51000, -1.99899, 1.24306], [1.11161, -1.72164, 1.14458], [1.58931, -0.28251, 1.79305], [3.08739, 0.12409, 1.17964], [2.99731, 1.41919, 0.12513], [2.51049, 0.76750, -1.31690], [3.79858, 0.00551, -2.00506], [3.34436, -1.27537, -2.93235], [1.90612, -0.93355, -3.65503], [1.46043, 0.89525, -3.66521], [-0.10906, 1.06112, -3.63037], [2.00291, 1.47237, -5.01412], [2.03455, 1.76214, -2.29557], [-0.64459, -3.67626, -3.82862], [-1.07817, -2.10352, -4.85291], [-1.98042, -3.81682, -5.22628], [-3.75842, -2.59685, -3.86169], [-2.87690, -3.82965, -2.72899], [-1.34671, -1.07954, -2.63525], [-3.18182, -0.64907, -2.46485], [-2.00473, -3.16621, -0.82076], [-3.46426, -2.02780, -0.30396], [-2.14075, -0.38622, 0.79460], [-0.69773, -0.39845, -0.43172], [-0.65632, -3.15797, 0.99952], [-0.94755, -1.86775, 2.34219], [1.39592, -1.81585, 0.00480], [1.75371, -2.56241, 1.69768], [1.77795, -0.49500, 2.95234], [0.80602, 0.58650, 1.66829], [3.46718, -0.86256, 0.62533], [3.83719, 0.30295, 2.06034], [2.12733, 2.12399, 0.50926], [4.02772, 1.99293, 0.05811], [1.60345, 0.06898, -1.07022], [4.36000, 0.83918, -2.64749], [4.58397, -0.41039, -1.21933], [3.17683, -2.18788, -2.18187], [4.18702, -1.63675, -3.67457], [1.80656, -1.45375, -4.72498], [1.07401, -1.47040, -2.98877], [-1.09305, -5.22983, -8.85076], [-2.26981, -6.17647, -9.07174], [-1.95368, -7.34647, -8.32078], [-1.09083, -6.91486, -7.00563], [-1.99698, -6.81988, -5.88269], [0.12031, -7.70140, -6.97542], [-0.71594, -5.40264, -7.48580], [-0.23993, -5.50850, -9.47772], [-1.36005, -4.18732, -9.04353], [-2.41409, -6.42250, -10.12645], [-3.19594, -5.75518, -8.66659], [3.25540, 3.45032, 5.56874], [3.24264, 3.35388, 4.04550], [4.33111, 2.49363, 3.71690], [4.51936, 1.39783, 4.91030], [3.84707, 0.18012, 4.51492], [5.89552, 1.43071, 5.34791], [3.60039, 2.14532, 6.03042], [4.02557, 4.14806, 5.91304], [2.28508, 3.75307, 5.97136], [3.36251, 4.32803, 3.56545], [2.32057, 2.88335, 3.68814], [4.73118, 8.38991, 7.60770], [4.40325, 9.21555, 6.36652], [4.50677, 8.30483, 5.27443], [4.07019, 6.81740, 5.78174], [2.68642, 6.60519, 5.41942], [5.12423, 5.89059, 5.44051], [4.13684, 7.11250, 7.38373], [5.81172, 8.24906, 7.71320], [4.33303, 8.84093, 8.52057], [5.08746, 10.05689, 6.23320], [3.37332, 9.58624, 6.40061], [0.46469, 4.54361, 9.77354], [0.33847, 6.06419, 9.73333], [1.61360, 6.55540, 10.14020], [2.76544, 5.51044, 9.64853], [3.32129, 6.00271, 8.40763], [3.57779, 5.15603, 10.78909], [1.78082, 4.25781, 9.30310], [0.38030, 4.16809, 10.79843], [-0.28076, 4.05070, 9.14376], [-0.44697, 6.43463, 10.39638], [0.15022, 6.41717, 8.71387], [3.07998, 0.41193, -7.97893], [2.75206, 1.23756, -9.22010], [2.85558, 0.32685, -10.31219], [2.41900, -1.16059, -9.80488], [1.03522, -1.37279, -10.16720], [3.47303, -2.08739, -10.14611], [2.48565, -0.86549, -8.20290], [4.16053, 0.27107, -7.87343], [2.68183, 0.86295, -7.06606], [3.43627, 2.07891, -9.35343], [1.72213, 1.60826, -9.18602], [-6.47821, -2.81589, -5.74286], [-6.76644, -2.18406, -7.10207], [-5.52048, -2.20447, -7.79484], [-4.67310, -3.51573, -7.32262], [-4.87657, -4.56085, -8.30111], [-3.36340, -3.08324, -6.89363], [-5.55923, -3.87575, -6.00237], [-5.99261, -2.10092, -5.07089], [-7.38322, -3.20372, -5.26766], [-7.14250, -1.16193, -7.01492], [-7.48036, -2.78676, -7.67337], [1.51444, -0.16145, 10.94576], [2.80085, 0.38769, 11.55675], [3.56230, 0.87024, 10.45216], [2.54152, 1.41719, 9.30355], [2.42693, 2.85150, 9.44765], [2.87496, 0.77588, 8.05298], [1.18051, 0.73699, 9.88912], [1.67654, -1.15312, 10.51119], [0.70066, -0.21284, 11.67404], [3.35901, -0.37385, 12.10656], [2.59236, 1.23470, 12.21890], [-10.45970, -4.51266, -1.64919], [-9.17329, -3.96352, -1.03820], [-8.41184, -3.48098, -2.14279], [-9.43262, -2.93402, -3.29139], [-9.54721, -1.49972, -3.14730], [-9.09918, -3.57533, -4.54197], [-10.79363, -3.61422, -2.70583], [-10.29760, -5.50434, -2.08376], [-11.27348, -4.56405, -0.92091], [-8.61513, -4.72506, -0.48839], [-9.38178, -3.11651, -0.37605]],
  "atomic_forces_ev_per_a": [[-0.942, -0.692, 0.526], [0.142, 0.651, -0.898], [-0.064, -0.616, 0.705], [0.576, 0.103, 0.181], [-0.151, 0.241, -0.045], [-0.155, -0.939, 0.299], [-0.263, 0.077, 0.241], [1.059, -0.733, 0.387], [-0.448, -0.390, -0.137], [-0.738, -0.767, 0.037], [1.481, -0.967, 1.462], [0.613, -0.245, -0.246], [0.026, 0.027, 0.815], [0.029, -2.586, 1.371], [-4.849, 3.238, -4.918], [5.994, -1.183, 0.646], [-0.774, -1.864, 5.219], [-0.033, -2.468, -1.470], [-1.683, 1.207, -1.227], [-1.004, -1.968, 0.765], [1.518, 1.696, 1.721], [2.189, -0.604, 0.884], [0.204, 2.085, -0.816], [-2.076, -0.876, 0.597], [1.539, -1.794, 0.058], [-0.714, 2.491, 0.294], [2.126, -0.156, -1.206], [1.634, -1.425, -1.128], [-1.540, -1.595, 1.134], [0.217, 2.492, 0.419], [1.239, -0.159, -2.239], [-0.518, 0.362, 2.103], [-1.602, 1.728, -1.155], [-0.691, 0.663, -2.491], [1.497, -1.776, 0.123], [-0.671, 2.261, 1.025], [-1.527, -0.057, -1.817], [1.976, -1.262, -0.802], [-2.227, -1.172, -0.059], [1.795, 1.084, -0.444], [-1.290, -1.828, 1.309], [-1.838, 1.077, -1.504], [0.161, 1.971, -1.719], [-1.824, 1.083, 1.369], [0.150, 1.991, 2.117], [1.580, 1.554, -1.453], [0.021, -0.096, -0.821], [-0.473, 0.851, 0.024], [1.072, -0.063, 0.808], [-0.102, 0.016, 0.019], [1.382, -0.214, -1.150], [-1.613, 0.785, 0.229], [-0.526, -0.967, 0.542], [-0.074, 0.053, 0.020], [0.061, -0.155, 0.305], [0.155, -0.203, 0.232], [0.276, -0.080, -0.217], [0.186, 0.748, -0.096], [-0.733, 0.185, 0.197], [0.507, -0.558, 0.778], [0.015, 0.175, 0.508], [1.040, 1.204, 0.560], [-1.698, -0.389, -0.791], [0.555, -0.701, -1.371], [-0.265, -0.320, -0.133], [0.137, -0.285, -0.001], [0.237, -0.247, 0.063], [0.004, 0.078, 0.039], [0.714, 0.492, -0.389], [-0.391, 0.345, 0.473], [0.128, -0.860, -0.003], [0.432, 0.784, 0.429], [1.617, -0.248, 0.299], [-1.393, 1.065, -0.009], [3.817, 5.622, -6.830], [-0.069, 0.114, 0.020], [-0.138, -0.300, -0.112], [-0.023, -0.286, -0.215], [0.103, 0.029, 0.069], [-0.408, 0.548, 0.261], [-0.432, -0.139, -0.466], [0.523, -0.151, 0.438], [-0.909, -0.608, 0.487], [-3.973, -6.092, 6.609], [-0.779, 0.710, -1.388], [-5.959, 15.289, -1.104], [-0.007, -0.016, -0.006], [0.297, 0.013, -0.035], [0.339, 0.090, 0.066], [-0.081, -0.103, 0.075], [0.524, 0.681, 0.115], [-0.447, 0.297, 0.593], [0.145, -1.139, 0.248], [-0.117, -0.161, -0.068], [1.809, -0.083, 0.415], [-1.505, 1.057, 0.187], [-0.405, -0.178, -1.154], [-0.062, 0.055, -0.042], [-0.082, -0.277, -0.141], [-0.018, -0.298, -0.169], [0.118, 0.018, 0.083], [-0.299, 0.727, 0.248], [-0.686, -0.376, 0.262], [0.945, -0.667, 0.439], [-0.136, 0.206, 0.366], [0.438, 1.172, 1.163], [-1.546, -0.706, -1.071], [0.608, -0.035, -1.314], [-0.013, 0.030, -0.077], [0.608, -0.060, -0.374], [0.315, -0.112, -0.099], [-0.009, 0.070, 0.115], [0.303, -0.610, 0.298], [-0.301, 0.134, 0.384], [-0.502, -0.666, -0.308], [1.626, -2.729, -0.825], [5.636, -14.037, 0.689], [-0.728, 0.688, 1.782], [0.524, 0.747, -0.050], [-0.001, 0.075, 0.085], [0.045, 0.181, -0.254], [0.038, 0.126, -0.251], [-0.032, -0.113, 0.035], [0.304, -0.663, 0.302], [-0.522, 0.140, 0.593], [-0.591, -0.004, -1.141], [-0.232, 0.431, 0.430], [0.161, -1.937, -0.635], [-0.634, 0.902, 1.480], [0.911, 0.751, -0.285], [-0.004, 0.070, 0.094], [0.059, 0.205, -0.271], [0.075, 0.145, -0.316], [-0.016, -0.128, -0.010]],
  "mulliken_charge": [-0.403, 0.045, 0.257, -0.857, -0.072, -0.801, -0.289, -0.447, -0.211, -0.906, 1.119, -0.824, -0.493, -0.144, 0.961, -0.612, -0.652, -0.431, 0.209, 0.154, 0.006, -0.441, 0.340, -0.285, 0.341, 0.331, 0.113, 0.383, -0.007, 0.335, 0.268, -0.070, 0.364, 0.213, 0.289, 0.311, 0.072, 0.324, 0.244, -0.428, 0.339, 0.339, 0.272, 0.306, 0.453, -0.053, -0.383, 0.113, -0.340, 1.010, -0.520, -0.559, -0.211, 0.285, 0.326, 0.310, 0.041, -0.013, -0.325, -0.290, 0.993, -0.534, -0.611, -0.142, 0.005, 0.282, 0.393, 0.255, -0.340, -0.521, -0.379, 1.300, -0.586, -0.602, -0.061, 0.255, 0.356, 0.348, 0.300, -0.431, -0.409, -0.371, 0.892, -0.327, -0.621, 0.049, 0.299, 0.380, 0.335, 0.270, 0.046, -0.370, -0.322, 1.042, -0.519, -0.544, -0.185, 0.232, 0.043, 0.326, 0.314, 0.140, -0.456, -0.370, 1.264, -0.736, -0.489, -0.319, 0.264, -0.009, 0.342, 0.338, -0.365, -0.327, -0.353, 0.982, -0.334, -0.575, -0.364, 0.296, 0.313, 0.338, 0.245, -0.367, -0.331, -0.241, 1.137, -0.570, -0.597, -0.309, 0.282, 0.311, 0.308, 0.306]
}